No. 1
Below is 2 unconnected molecules or ions with the total composition CH4N2O in a non-equilibrium geometry, with properties calculated with ωB97M-V with the def2-TZVPD basis set.

Geometry as XYZ:
```
8
Properties=species:S:1:pos:R:3:lowdin_charge:R:1
C 0.342 -0.308 -0.012 -0.5307
N -0.646 -1.263 0.361 0.0828
N -0.749 -0.381 -0.843 0.0196
O 1.675 -0.428 -0.074 0.0674
H -0.285 1.793 1.032 0.0520
H -0.287 -2.111 0.031 0.0702
H -1.402 0.476 -0.715 0.1184
H 1.954 0.477 -0.326 0.1204
```

Summary:
- Kohn-Sham gap (spin up / spin down) (eV) = 7.40 / 10.20
- energy above the lowest of the compared OMol25 structures with the same formula, charge and spin (kcal/mol) = 180.9
- HOMO energy (spin up / spin down) (eV) = -7.99 / -9.82
- 2S+1 = 1
- calculated total energy (eV) = -6122.66272



No. 2
Below is 2 unconnected molecules or ions with the total composition CH4N2O in a non-equilibrium geometry, with properties calculated with ωB97M-V with the def2-TZVPD basis set.

Geometry as XYZ:
```
8
Properties=species:S:1:pos:R:3:lowdin_charge:R:1
C 0.483 1.060 0.121 -0.4098
N -0.115 0.683 1.221 0.1017
N 0.027 -0.717 -1.073 -0.0562
O 0.972 1.986 -0.422 0.1123
H 0.008 -0.402 1.407 0.1655
H -0.206 1.303 2.075 0.1447
H 0.903 -1.090 -1.557 -0.0131
H -0.352 -0.099 -1.806 -0.0451
```

Summary:
- Kohn-Sham gap (eV) = 9.08
- energy above the lowest of the compared OMol25 structures with the same formula, charge and spin (kcal/mol) = 75.4
- HOMO energy (eV) = -8.67
- 2S+1 = 1
- calculated total energy (eV) = -6127.23604



No. 3
Below is 2 unconnected molecules or ions with the total composition CH4N2O2 in a non-equilibrium geometry, with properties calculated with ωB97M-V with the def2-TZVPD basis set.

Geometry as XYZ:
```
9
Properties=species:S:1:pos:R:3:lowdin_charge:R:1
C -1.596 1.225 0.189 -0.2631
N 1.172 -1.185 0.503 -0.2764
N -1.570 -0.031 -0.143 -0.3022
O 2.132 -2.207 -0.290 -0.5180
O -2.569 -0.844 0.243 -0.4289
H -2.343 1.707 0.873 -0.0042
H 2.037 -3.086 0.157 -0.0410
H -0.772 1.943 -0.131 0.0044
H 0.487 -1.058 -0.246 -0.1706
```

Summary:
- Kohn-Sham gap (eV) = 5.20
- energy above the lowest of the compared OMol25 structures with the same formula, charge and spin (kcal/mol) = 22.4
- HOMO energy (eV) = 2.66
- 2S+1 = 1
- calculated total energy (eV) = -8168.64770
- total charge = -2



No. 4
Below is 2 unconnected molecules or ions with the total composition CH4N2O2 in a non-equilibrium geometry, with properties calculated with ωB97M-V with the def2-TZVPD basis set.

Geometry as XYZ:
```
9
Properties=species:S:1:pos:R:3:lowdin_charge:R:1
C 1.676 -0.195 -0.255 -0.1189
N -1.279 -0.168 0.003 -0.3210
N -0.726 0.861 0.471 0.0717
O -2.453 -0.458 -0.171 -0.0319
O 1.174 -1.268 -0.042 -0.0459
H 1.163 0.278 -1.054 0.0637
H 2.398 0.213 0.438 0.0929
H -1.439 1.606 0.957 0.1458
H -0.515 -0.870 -0.347 0.1436
```

Summary:
- structure (SMILES) = [H]/N=[NH+]\[O-].C=O
- Kohn-Sham gap (eV) = 10.78
- energy above the lowest of the compared OMol25 structures with the same formula, charge and spin (kcal/mol) = 86.7
- HOMO energy (eV) = -10.29
- 2S+1 = 1
- calculated total energy (eV) = -8172.92602



> Which value of 2S+1 does entry 2 give?

1



> Number 2 is which compound?

CH4N2O